74
Properties=species:S:1:pos:R:3:forces:R:3 method="wB97M-V/def2-TZVPD" energy_ha=-2200.66439 charge=+2 gap_ev=6.02 homo_ev=-12.585
Rh -0.435918 -0.285575 0.103188 -0.3 -0.5 0.3
C -0.433009 1.917798 -3.638938 0.0 0.0 0.0
C -0.886771 1.158383 -2.563206 -0.1 -0.1 -0.1
N -0.047779 0.762468 -1.618605 -0.2 0.2 0.2
C 1.251077 1.117743 -1.723956 0.2 0.0 0.3
C 1.662638 1.909367 -2.777411 0.0 0.1 -0.2
N 0.826867 2.305102 -3.736564 0.1 0.0 0.1
C 2.140178 0.611476 -0.643004 -0.2 0.2 -0.3
C 3.513941 0.490573 -0.697403 0.1 0.1 0.0
C 4.188735 -0.164571 0.336585 0.0 0.0 0.0
C 3.438922 -0.673953 1.399496 0.0 0.0 0.1
C 2.067118 -0.514440 1.398084 -0.1 -0.2 0.3
N 1.460723 0.138717 0.404069 0.0 -0.3 -0.1
C 1.105363 -1.110188 2.366311 0.3 0.2 -0.2
C 1.424892 -1.505404 3.651413 0.0 -0.1 0.2
N 0.517241 -2.015012 4.482118 0.1 0.1 -0.1
C -0.721835 -2.126302 4.032379 0.0 0.0 0.0
C -1.078405 -1.707831 2.752949 -0.1 -0.2 0.0
N -0.167299 -1.210536 1.929021 -0.1 0.2 0.1
C 5.651402 -0.381517 0.261652 -0.1 0.1 0.0
C 6.487983 0.591311 -0.268111 0.0 0.1 0.0
C 7.851205 0.336847 -0.324865 0.1 -0.1 0.1
N 8.400473 -0.800832 0.096661 -0.2 0.0 0.0
C 7.590812 -1.732212 0.597425 0.1 0.1 -0.1
C 6.217291 -1.569459 0.704997 0.0 -0.1 0.1
H -1.110183 2.226280 -4.426569 0.0 0.0 0.1
H -1.924084 0.869319 -2.459419 0.0 0.0 0.0
H 2.691548 2.240713 -2.850399 0.0 0.0 0.0
H 4.060838 0.838544 -1.563205 0.0 0.0 0.0
H 3.923314 -1.211224 2.203628 0.0 0.0 0.0
H 2.433579 -1.390628 4.030275 0.0 0.0 0.0
H -1.461583 -2.536829 4.708536 0.0 0.0 0.0
H -2.095804 -1.765615 2.392128 0.0 0.1 0.0
H 6.102593 1.547551 -0.600342 0.0 0.0 0.0
H 8.531653 1.078366 -0.726572 0.0 0.0 0.0
H 8.062763 -2.651462 0.923284 0.0 0.0 0.0
H 5.609793 -2.372424 1.104705 0.0 0.0 0.0
N -3.648031 -2.613658 -1.024764 -0.1 0.0 -0.1
C -4.457657 -1.558722 -0.662180 0.1 0.0 0.0
C -3.626583 -0.566714 -0.245914 0.1 -0.1 -0.1
N -2.325883 -1.010548 -0.358521 -0.1 0.3 0.2
C -2.370198 -2.241681 -0.832624 0.0 -0.2 0.0
C -1.140047 -2.985315 -1.033659 -0.1 -0.1 0.0
N 0.029025 -2.426013 -0.786393 -0.2 0.3 -0.1
C 0.977668 -3.390200 -1.030849 0.1 0.2 0.1
C 0.365703 -4.537345 -1.431095 -0.1 0.0 0.0
N -0.981202 -4.265847 -1.426858 0.1 -0.1 0.0
H -3.976156 -3.486549 -1.405481 0.0 0.0 0.0
H -5.530795 -1.607691 -0.725690 0.0 0.0 0.0
H -3.865110 0.421480 0.114301 0.1 -0.1 -0.2
H 2.030689 -3.198970 -0.909224 0.0 0.0 0.0
H 0.755634 -5.501010 -1.710512 0.0 0.0 0.0
H -1.696766 -4.926056 -1.685203 0.0 0.0 0.0
C -6.518614 4.480223 -0.807525 0.1 0.0 0.0
C -5.298182 3.804649 -0.242333 -0.2 0.1 -0.1
C -5.396056 2.895041 0.802210 0.0 -0.1 0.1
C -4.280577 2.274190 1.352796 -0.1 0.1 0.1
C -4.506326 1.299346 2.486910 -0.1 0.1 0.0
C -3.009334 2.581150 0.824740 0.0 -0.1 -0.2
Te -1.345896 1.645689 1.709419 0.6 0.1 -0.3
C -2.881808 3.516543 -0.219291 -0.1 0.0 0.1
C -1.574222 3.972542 -0.811475 0.0 0.0 0.2
C -4.036021 4.101814 -0.730990 0.1 0.0 0.0
H -7.435857 4.044634 -0.415962 0.0 0.0 0.0
H -6.534450 4.411759 -1.895658 0.0 0.0 0.0
H -6.513925 5.541629 -0.553220 0.0 0.0 0.0
H -6.374140 2.670479 1.213986 0.0 0.0 0.0
H -5.507776 1.428560 2.894093 0.0 0.0 0.0
H -3.797858 1.436545 3.299875 0.0 0.0 0.0
H -4.417055 0.263613 2.144278 0.0 0.0 0.1
H -0.714635 3.596849 -0.259866 0.0 0.0 0.0
H -1.525701 5.061849 -0.810613 0.0 0.0 0.0
H -1.492758 3.653620 -1.846916 0.0 0.0 -0.1
H -3.939473 4.832468 -1.528327 0.0 0.0 0.0